Record 1
{"formula": "C2H7N8O2", "method": "ωB97M-V/def2-TZVPD", "symbols": ["C", "C", "N", "N", "N", "N", "N", "N", "N", "N", "O", "O", "H", "H", "H", "H", "H", "H", "H"], "coordinates": [[0.36, 2.04, 0.62], [0.49, 0.11, -0.61], [0.07, 2.86, 1.44], [-0.73, -0.34, -0.14], [0.93, 1.28, -0.18], [-1.24, 0.46, 0.71], [1.15, -0.63, -1.47], [0.70, -3.52, -1.66], [0.17, 4.10, 1.88], [-2.41, 0.19, 1.15], [1.49, -4.37, -2.28], [-0.20, -3.97, -1.00], [1.25, -5.32, -2.16], [0.82, -1.56, -1.70], [2.04, -0.31, -1.81], [1.06, 4.57, 1.72], [-0.22, 4.22, 2.80], [-2.93, -0.63, 0.85], [-2.81, 0.82, 1.84]], "e_homo_ev": -12.488, "relative_energy_kj_mol": 0.0, "multiplicity": 1, "charge": 1, "fmax_ev_per_a": 2.95, "homo_lumo_gap_ev": 8.322, "mol_weight_g_mol": 175.132, "lumo_energy_ev": -4.166}

***

Record 2
{"formula": "C2H7NO", "method": "ωB97M-V/def2-TZVPD", "symbols": ["C", "C", "N", "H", "H", "H", "H", "H", "O", "H", "H"], "coordinates": [[-0.61, -0.05, 1.37], [-0.25, -0.95, 0.45], [0.95, -1.14, -0.20], [0.09, 0.71, 1.94], [-1.52, -0.35, 1.85], [-1.03, -1.66, 0.04], [1.78, -0.61, 0.01], [1.13, -2.08, -0.51], [-0.08, 2.00, -2.03], [0.49, 1.91, -1.29], [-0.94, 2.23, -1.65]], "e_homo_ev": -8.358, "relative_energy_kj_mol": 121.5, "multiplicity": 1, "smiles": "C=CN.O", "fmax_ev_per_a": 2.71, "homo_lumo_gap_ev": 9.342, "mol_weight_g_mol": 61.084, "lumo_energy_ev": 0.983}

***

> Which formula does entry 2 have?

C2H7NO

***

> Look up the multiplicity of the first one.

1